No. 1
Molecular formula: C14H14ClNO2V
Method: DFT, the ωB97M-V functional and the def2-TZVPD basis

Properties
**2S+1**: 4
**Total charge**: -2

Geometry (Å):
C: -3.104 -1.315 -1.098
C: -1.998 -1.577 -1.973
C: -1.252 -0.375 -2.152
H: -1.760 -2.538 -2.416
C: -1.849 0.623 -1.378
C: -2.972 0.050 -0.669
H: -3.715 0.579 -0.048
H: -3.879 -2.001 -0.743
H: -0.285 -0.235 -2.655
H: -1.573 1.693 -1.389
V: -1.417 -1.109 -0.050
Cl: 0.372 -2.597 0.303
C: 3.315 -0.134 -0.845
C: 2.835 1.063 -1.436
C: 2.309 0.739 -2.728
H: 2.701 2.004 -0.943
C: 2.464 -0.676 -2.924
C: 3.104 -1.207 -1.757
H: 3.252 -2.254 -1.560
H: 3.674 -0.239 0.155
H: 1.670 1.368 -3.330
H: 2.014 -1.249 -3.733
O: 1.287 1.809 1.188
C: 0.390 1.289 1.884
C: 0.223 1.534 3.424
C: -0.897 0.617 3.817
C: -1.213 -0.133 2.582
O: -1.916 -1.180 2.531
N: -0.588 0.366 1.510
H: 1.169 1.337 3.954
H: 0.005 2.589 3.660
H: -0.634 -0.040 4.631
H: -1.733 1.197 4.188

***

No. 2
Molecular formula: C18H21N5O4
Method: DFT, the ωB97M-V functional and the def2-TZVPD basis

Properties
**Energy relative to the best compared isomer or geometry (same formula, charge and spin)**: 3.4 kcal per mole
**Structure (SMILES)**: CCCCc1nc(C(N)=O)c2[nH]c(=O)n(-c3ccc(OC)c(OC)c3)c2n1
**Total charge**: 0

Geometry (Å):
C: -5.757 -2.443 1.456
C: -4.300 -2.180 1.097
C: -4.040 -2.391 -0.393
H: -4.676 -1.719 -0.971
H: -4.300 -3.417 -0.661
C: -2.582 -2.141 -0.770
C: -2.150 -0.716 -0.608
N: -3.075 0.223 -0.553
C: -2.706 1.505 -0.428
C: -1.363 1.813 -0.373
N: -0.635 2.957 -0.252
C: 0.710 2.660 -0.238
O: 1.610 3.456 -0.152
N: 0.814 1.262 -0.348
C: -0.445 0.735 -0.440
N: -0.827 -0.519 -0.551
C: 2.025 0.534 -0.387
C: 2.068 -0.722 -0.973
C: 3.264 -1.407 -0.993
C: 4.438 -0.881 -0.459
C: 4.388 0.397 0.132
C: 3.178 1.076 0.167
H: 3.125 2.052 0.614
O: 5.538 0.925 0.658
C: 5.503 2.227 1.192
H: 5.170 2.960 0.451
H: 4.858 2.284 2.074
H: 6.529 2.446 1.483
O: 5.517 -1.701 -0.580
C: 6.794 -1.318 -0.119
H: 7.443 -2.161 -0.356
H: 6.800 -1.145 0.959
H: 7.157 -0.424 -0.630
H: 3.325 -2.387 -1.440
H: 1.179 -1.161 -1.391
H: -1.038 3.881 -0.189
C: -3.752 2.564 -0.339
O: -3.462 3.743 -0.245
N: -5.002 2.076 -0.366
H: -5.795 2.692 -0.314
H: -5.118 1.079 -0.447
H: -2.425 -2.412 -1.818
H: -1.913 -2.764 -0.174
H: -3.658 -2.850 1.673
H: -4.038 -1.155 1.364
H: -5.925 -2.284 2.519
H: -6.415 -1.778 0.902
H: -6.030 -3.469 1.217

***

No. 3
Molecular formula: C40H108F10N11O26PS10
Method: DFT, the ωB97M-V functional and the def2-TZVPD basis

Properties
**Energy relative to the best compared isomer or geometry (same formula, charge and spin)**: 55.4 kcal per mole
**Total charge**: +2

Geometry (Å):
C: -17.410 1.770 -26.327
C: -16.837 3.055 -25.915
C: -15.946 3.003 -24.593
O: -16.882 2.920 -23.533
C: -16.379 3.142 -22.219
N: -16.197 3.768 -27.099
H: -15.643 3.150 -27.675
H: -16.893 3.956 -27.806
H: -15.551 4.526 -26.930
H: -17.788 1.248 -25.447
H: -16.789 1.137 -26.961
H: -18.231 1.902 -27.032
H: -17.700 3.715 -25.832
H: -15.467 3.974 -24.466
H: -15.261 2.156 -24.622
H: -17.116 3.254 -21.424
H: -15.773 4.042 -22.112
H: -15.780 2.340 -21.788
C: -17.601 -5.578 -26.774
C: -16.885 -5.353 -25.386
C: -16.006 -4.000 -25.184
O: -16.839 -3.100 -25.878
C: -16.357 -1.767 -25.702
N: -17.875 -5.583 -24.231
H: -18.695 -6.116 -24.485
H: -17.494 -6.076 -23.436
H: -18.412 -4.773 -23.956
H: -16.959 -5.102 -27.516
H: -18.557 -5.059 -26.822
H: -17.836 -6.621 -26.989
H: -16.152 -6.147 -25.240
H: -15.094 -4.121 -25.769
H: -15.663 -3.758 -24.178
H: -16.122 -1.441 -24.689
H: -17.161 -1.081 -25.968
H: -15.568 -1.492 -26.401
C: -18.376 -6.380 -30.330
C: -19.441 -5.341 -29.930
C: -18.966 -3.890 -29.747
O: -19.982 -3.071 -29.180
C: -19.564 -1.941 -28.546
N: -20.528 -5.320 -30.949
H: -20.113 -5.194 -31.861
H: -21.157 -6.101 -31.070
H: -21.123 -4.528 -30.753
H: -17.914 -5.958 -31.222
H: -18.864 -7.349 -30.434
H: -17.611 -6.681 -29.614
H: -19.781 -5.625 -28.934
H: -18.696 -3.411 -30.688
H: -18.094 -3.817 -29.097
H: -18.882 -2.052 -27.703
H: -20.438 -1.340 -28.297
H: -19.118 -1.264 -29.275
C: -23.018 -4.525 -22.110
C: -21.928 -4.991 -21.180
C: -22.366 -6.268 -20.424
O: -21.465 -6.506 -19.255
C: -21.783 -7.732 -18.731
N: -20.638 -5.288 -22.072
H: -20.652 -5.992 -22.796
H: -20.165 -4.473 -22.435
H: -19.967 -5.720 -21.453
H: -24.012 -4.405 -21.680
H: -23.106 -5.294 -22.877
H: -22.665 -3.596 -22.558
H: -21.636 -4.159 -20.539
H: -22.524 -7.096 -21.115
H: -23.366 -6.055 -20.046
H: -20.977 -8.400 -19.033
H: -22.614 -8.258 -19.200
H: -21.975 -7.542 -17.675
C: -15.509 -10.400 -23.021
C: -16.956 -10.621 -23.558
C: -17.812 -11.142 -22.480
O: -18.911 -11.659 -23.122
C: -19.861 -12.387 -22.265
N: -17.440 -9.211 -24.005
H: -16.964 -8.879 -24.831
H: -18.437 -9.154 -24.153
H: -17.144 -8.493 -23.359
H: -15.363 -9.640 -22.253
H: -14.907 -10.323 -23.926
H: -15.197 -11.392 -22.693
H: -16.925 -11.336 -24.380
H: -18.020 -10.444 -21.670
H: -17.294 -11.901 -21.894
H: -20.510 -12.989 -22.901
H: -20.562 -11.736 -21.743
H: -19.480 -13.060 -21.497
C: -13.520 -0.131 -21.537
C: -12.726 -0.986 -22.586
C: -12.946 -0.635 -24.005
O: -12.301 -1.644 -24.728
C: -11.913 -1.334 -26.050
N: -11.171 -0.864 -22.363
H: -10.831 -1.124 -21.448
H: -10.746 -1.414 -23.095
H: -10.793 0.057 -22.529
H: -12.931 0.490 -20.862
H: -14.375 -0.501 -20.971
H: -14.045 0.616 -22.132
H: -12.802 -2.069 -22.496
H: -12.530 0.342 -24.251
H: -13.977 -0.570 -24.352
H: -11.454 -2.232 -26.465
H: -11.091 -0.622 -26.125
H: -12.779 -1.069 -26.657
C: -11.535 -12.016 -31.416
C: -12.640 -10.958 -31.509
C: -12.220 -9.535 -31.480
C: -13.320 -8.482 -31.281
P: -12.887 -6.694 -31.816
C: -11.341 -6.284 -30.939
C: -11.498 -6.413 -29.358
C: -12.125 -5.209 -28.714
C: -11.904 -5.240 -27.277
C: -12.814 -6.830 -33.574
C: -11.890 -5.915 -34.328
C: -10.430 -6.315 -34.518
C: -10.284 -7.604 -35.271
C: -14.169 -5.617 -31.251
C: -13.898 -4.165 -31.740
C: -14.632 -3.121 -30.976
C: -16.027 -2.998 -31.629
H: -11.102 -12.005 -30.415
H: -10.790 -11.715 -32.151
H: -11.837 -13.038 -31.645
H: -13.231 -11.064 -30.599
H: -13.378 -11.108 -32.297
H: -11.735 -9.361 -32.441
H: -11.408 -9.383 -30.770
H: -13.772 -8.638 -30.301
H: -14.029 -8.717 -32.074
H: -11.103 -5.292 -31.321
H: -10.554 -6.763 -31.522
H: -10.508 -6.500 -28.910
H: -11.946 -7.376 -29.114
H: -13.202 -5.350 -28.627
H: -11.948 -4.251 -29.203
H: -10.823 -5.202 -27.145
H: -12.151 -6.140 -26.713
H: -12.330 -4.423 -26.693
H: -13.822 -6.682 -33.961
H: -12.601 -7.878 -33.782
H: -12.083 -4.908 -33.958
H: -12.346 -5.777 -35.308
H: -9.983 -6.290 -33.524
H: -9.990 -5.519 -35.118
H: -10.854 -8.481 -34.963
H: -9.277 -8.015 -35.341
H: -10.590 -7.413 -36.299
H: -14.346 -5.640 -30.176
H: -15.124 -5.948 -31.660
H: -14.294 -4.053 -32.749
H: -12.830 -3.948 -31.774
H: -14.148 -2.150 -30.877
H: -14.708 -3.400 -29.925
H: -16.008 -2.314 -32.477
H: -16.686 -2.533 -30.896
H: -16.497 -3.978 -31.719
N: -20.408 -6.932 -24.352
S: -21.237 -6.603 -25.608
O: -22.677 -6.410 -25.363
O: -20.744 -7.074 -26.910
F: -20.704 -5.053 -25.649
S: -21.150 -8.416 -24.233
O: -20.842 -9.306 -25.297
O: -22.403 -8.601 -23.560
F: -20.096 -8.860 -23.149
N: -19.113 -3.105 -23.130
S: -19.913 -1.597 -23.360
O: -19.448 -0.654 -24.442
O: -20.948 -1.122 -22.443
F: -21.045 -2.327 -24.202
S: -18.354 -2.388 -22.130
O: -18.929 -2.089 -20.824
O: -17.342 -1.436 -22.615
F: -17.495 -3.676 -21.673
N: -15.946 -8.753 -26.332
S: -16.425 -9.458 -27.857
O: -15.566 -10.449 -28.460
O: -17.399 -8.767 -28.689
F: -17.444 -10.563 -27.125
S: -14.511 -8.451 -26.660
O: -14.319 -7.518 -27.749
O: -13.461 -9.475 -26.441
F: -14.311 -7.477 -25.415
N: -16.885 -7.278 -21.993
S: -15.440 -6.653 -21.526
O: -14.256 -7.561 -21.427
O: -15.337 -5.609 -20.603
F: -15.102 -5.846 -22.874
S: -17.401 -7.536 -20.569
O: -17.542 -6.443 -19.642
O: -16.959 -8.757 -19.916
F: -18.986 -7.809 -20.864
N: -14.681 2.155 -28.835
S: -14.829 0.681 -29.614
O: -14.918 -0.530 -28.767
O: -14.219 0.478 -30.945
F: -16.418 0.820 -29.920
S: -13.179 2.140 -28.854
O: -12.661 2.921 -29.959
O: -12.407 0.988 -28.390
F: -13.064 3.104 -27.508

***

| no. | energy (eV) |
| --- | --- |
| 1 | -58540.533 |
| 2 | -34648.945 |
| 3 | -257642.787 |